Molecular formula: C50H54HfN2OP2Si
Method: DFT, ωB97M-V/def2-TZVPD

```
! wB97M-V def2-TZVPD RIJCOSX def2/J DEFGRID3
* xyz 0 1
Hf 0.99624 -2.14415 -0.01360
C -1.55597 -6.00629 0.62543
Si -1.82635 -4.15171 0.77463
C -1.32953 -3.58571 2.48985
C -3.72247 -4.00888 0.45245
N -0.94117 -3.14405 -0.30741
C -1.40273 -3.05084 -1.64477
C -2.09975 -4.07664 -2.27790
C -2.46218 -4.01737 -3.62912
C -2.16537 -2.93716 -4.39653
C -1.58244 -1.80832 -3.77324
C -1.17155 -1.92398 -2.46525
O -0.39424 -0.97973 -1.82871
C -0.27145 0.27119 -2.50167
C -1.32572 1.15358 -2.34972
C -1.31881 2.29661 -3.11647
C -0.29594 2.54030 -4.07170
C 0.76347 1.65358 -4.19564
C 0.76594 0.49511 -3.39567
H -0.59180 -6.25784 1.08025
H -1.31791 -6.37267 -0.37696
H -2.34196 -6.58192 1.16375
H -1.22714 -2.47364 2.56632
H -0.29519 -3.91546 2.67344
H -2.04215 -3.98889 3.23324
H -4.24143 -3.81636 1.42075
H -4.06539 -4.96924 0.18697
H -3.99778 -3.26125 -0.27557
H -2.38534 -4.92509 -1.70819
H -2.90918 -4.85685 -4.10654
H -2.43234 -2.86764 -5.42803
H -1.23517 -0.93851 -4.37943
H -2.18751 0.84441 -1.79524
H -2.15593 2.97673 -3.05116
H -0.28355 3.48455 -4.61868
H 1.65144 1.85900 -4.80587
H 1.43790 -0.28870 -3.56041
C 3.44008 -3.89567 -0.94644
N 2.10838 -3.67007 -1.57949
C 1.40016 -4.95057 -1.82323
C 2.26489 -2.87659 -2.80006
C 2.90988 -1.52209 -2.49518
C 3.79046 -0.96774 -3.42758
C 4.42257 0.26618 -3.22418
C 4.27025 0.94000 -2.02636
C 3.33896 0.38594 -1.08724
C 2.60419 -0.80491 -1.26817
H 3.96082 -4.64681 -1.54995
H 3.28516 -4.17792 0.12388
H 3.99734 -2.93236 -0.97004
H 2.04886 -5.58824 -2.43319
H 0.44246 -4.73424 -2.25127
H 1.28411 -5.43512 -0.83913
H 1.25671 -2.64825 -3.19947
H 2.83047 -3.41511 -3.55996
H 3.89564 -1.49802 -4.35103
H 5.03534 0.61875 -3.98763
H 4.74392 1.90947 -1.81299
H 3.20949 0.91524 -0.17976
C 1.92576 -2.91782 1.62819
H 2.98766 -2.69024 1.89243
H 1.43837 -3.26024 2.50898
C 0.44307 1.93944 1.06678
P -0.05351 0.24062 1.66883
C -1.71563 0.44997 2.42363
C -2.67307 -0.55754 2.05000
C -3.93002 -0.66844 2.59939
C -4.23328 0.21136 3.62678
C -3.36862 1.22428 3.96950
C -2.11477 1.37976 3.39464
C 1.03344 0.26676 3.13111
C 0.51961 0.24089 4.42222
C 1.26998 0.64975 5.50342
C 2.57551 1.06862 5.30947
C 3.17676 0.92499 4.04183
C 2.40540 0.49452 2.98876
P -0.90419 2.99583 0.44812
C -1.14334 4.27378 1.75941
C -0.20571 5.00269 2.43730
C -0.53592 6.15575 3.14825
C -1.87350 6.54839 3.33353
C -2.83646 5.75962 2.72703
C -2.48356 4.65604 1.97803
C 0.02261 4.09026 -0.70425
C 1.38765 3.98034 -1.08014
C 2.02472 4.78907 -1.97301
C 1.27161 5.74079 -2.67582
C -0.06046 5.88642 -2.35356
C -0.67594 5.07925 -1.38055
H 1.18931 1.83079 0.23476
H 0.96238 2.38481 1.87017
H -2.42174 -1.21248 1.19332
H -4.63413 -1.41886 2.32681
H -5.19843 0.07563 4.09711
H -3.66340 1.89088 4.75808
H -1.46118 2.13928 3.71496
H -0.45959 -0.20464 4.56657
H 0.84885 0.61302 6.50012
H 3.17053 1.38937 6.15504
H 4.23103 1.15167 3.84790
H 2.84222 0.41379 1.95415
H 0.91313 4.78219 2.35467
H 0.21505 6.75785 3.59792
H -2.05932 7.47280 3.75681
H -3.89855 6.01148 2.72170
H -3.26484 4.12389 1.44835
H 2.05394 3.23944 -0.54505
H 3.10354 4.69468 -2.13061
H 1.74557 6.47483 -3.37618
H -0.74244 6.64520 -2.77269
H -1.72582 5.29140 -1.06930
*
```

Calculated values
Energy relative to the best compared isomer or geometry (same formula, charge and spin)   0.0 kJ/mol
Max |F|   2.99 eV Å⁻¹
HOMO energy (alpha / beta)   -6.373 / -6.374 eV

Löwdin population analysis, charges in e, atoms 1 to 2: atom 1 (Hf): 1.401, atom 2 (C): -0.182